# 1
DFT (ωB97M-V with the def2-TZVPD basis set) results for 2 unconnected molecules or ions with the total composition H4OS at a distorted geometry.

## Properties
Multiplicity   2
Charge   -1
E_HOMO (alpha / beta)   0.03743 / -0.22344 Eh
Orbital gap (alpha / beta)   2.50 / 9.90 eV
Relative energy (zero: lowest compared OMol25 entry of this formula, charge and spin)   10.2 kcal per mole

Each line ends with the Mulliken charge.
CARTESIAN COORDINATES (ANGSTROEM)
S: 0.2325 1.3013 -1.6807  -1.13
H: 1.0418 0.5393 -2.4510  0.12
H: 0.3194 0.6067 -0.5315  0.38
H: -0.7708 -1.5397 1.7254  0.72
H: -0.5552 -0.0202 1.6789  0.50
O: -0.2677 -0.8874 1.2588  -1.59

# 2
DFT (ωB97M-V with the def2-TZVPD basis set) results for 2 unconnected molecules or ions with the total composition H4OS at a distorted geometry.

## Properties
SMILES string   O.S
E_HOMO   -0.36940 Eh
Orbital gap   10.75 eV
Relative energy (zero: lowest compared OMol25 entry of this formula, charge and spin)   13.7 kcal per mole

Each line ends with the Mulliken charge.
CARTESIAN COORDINATES (ANGSTROEM)
O: -0.3072 1.4688 0.5152  -0.64
H: -0.4458 0.9735 -0.3237  0.33
H: 0.5225 1.0951 0.8896  0.35
S: -0.3598 -1.4016 -0.7438  -0.28
H: 0.8627 -1.8269 -0.3746  0.15
H: -0.2724 -0.3089 0.0372  0.08

# 3
DFT (ωB97M-V with the def2-TZVPD basis set) results for 2 unconnected molecules or ions with the total composition H4S2Si at a distorted geometry.

## Properties
E_HOMO (alpha / beta)   -0.29693 / -0.35822 Eh
Orbital gap (alpha / beta)   7.09 / 8.61 eV
Relative energy (zero: lowest compared OMol25 entry of this formula, charge and spin)   87.1 kcal per mole

Each line ends with the Mulliken charge.
CARTESIAN COORDINATES (ANGSTROEM)
Si: -0.2859 0.2193 -0.2765  0.31
S: 1.3561 1.6719 -0.0483  -0.28
S: -2.4229 0.8468 -0.0231  -0.27
H: -0.3157 -0.5925 -1.4497  -0.03
H: -0.7789 -1.5661 1.8555  -0.05
H: 2.1682 1.0002 0.7617  0.16
H: -2.7104 -0.3885 0.3716  0.16

# 4
DFT (ωB97M-V with the def2-TZVPD basis set) results for 2 unconnected molecules or ions with the total composition H4S2Si at a distorted geometry.

## Properties
SMILES string   [SiH2]=S.S
E_HOMO   -0.34660 Eh
Orbital gap   8.39 eV
Relative energy (zero: lowest compared OMol25 entry of this formula, charge and spin)   40.0 kcal per mole

Each line ends with the Mulliken charge.
CARTESIAN COORDINATES (ANGSTROEM)
Si: -2.1116 0.4122 0.0177  0.43
S: 3.3799 -0.1904 -0.3972  -0.29
S: -0.9692 -1.1709 -0.3136  -0.29
H: -2.2754 1.8325 -0.2586  -0.06
H: -3.0495 0.1284 1.1000  -0.07
H: 2.8152 -0.4046 0.8165  0.14
H: 2.2105 -0.6071 -0.9648  0.14

# 5
DFT (ωB97M-V with the def2-TZVPD basis set) results for 2 unconnected molecules or ions with the total composition H4S3 at a distorted geometry.

## Properties
SMILES string   SS.S
E_HOMO   -0.33772 Eh
Orbital gap   8.48 eV
Relative energy (zero: lowest compared OMol25 entry of this formula, charge and spin)   14.4 kcal per mole

Each line ends with the Mulliken charge.
CARTESIAN COORDINATES (ANGSTROEM)
S: 0.1596 -0.1805 2.5517  -0.32
H: 1.3410 -0.7823 2.2340  0.17
H: -0.5688 -1.0203 1.7067  0.13
S: -0.9812 -0.3131 -0.8811  -0.17
S: 0.8085 1.1173 -1.1515  -0.14
H: -0.9209 -0.4768 -2.2382  0.17
H: 0.1617 1.6557 -2.2217  0.17

# 6
DFT (ωB97M-V with the def2-TZVPD basis set) results for 26 unconnected molecules or ions with the total composition H52O26 at a distorted geometry.

## Properties
E_HOMO   -0.36235 Eh
Orbital gap   9.17 eV
Relative energy (zero: lowest compared OMol25 entry of this formula, charge and spin)   73.4 kcal per mole

Each line ends with the Mulliken charge.
CARTESIAN COORDINATES (ANGSTROEM)
O: 1.7701 5.6494 1.7515  -0.59
H: 0.9154 5.2296 1.8486  0.39
H: 1.8605 6.1934 2.5339  0.29
O: -0.1436 -5.6761 -1.1686  -0.56
H: -0.0908 -6.2955 -0.4408  0.30
H: -0.6717 -4.9529 -0.8305  0.28
O: -0.7035 -3.4123 -3.6454  -0.80
H: -1.5198 -3.9121 -3.6589  0.31
H: -0.4705 -3.3583 -2.7186  0.31
O: -1.2505 1.1440 1.8634  0.36
H: -1.2247 1.1812 2.8195  0.13
H: -2.0792 0.7091 1.6624  -0.02
O: -0.5767 1.1428 4.7714  -0.68
H: 0.2606 1.4246 4.4028  0.37
H: -0.9928 1.9522 5.0680  0.36
O: -0.3062 4.0037 1.3896  -0.63
H: -0.4157 3.1068 1.0736  0.21
H: -0.7320 4.0098 2.2468  0.22
O: 3.4735 0.5898 0.5153  -0.48
H: 3.3700 1.5412 0.4984  0.31
H: 2.6263 0.2511 0.2258  0.33
O: 2.1249 1.8142 -4.0177  -0.61
H: 1.4093 1.3168 -3.6218  0.27
H: 1.9352 2.7257 -3.7956  0.38
O: 3.2621 3.4256 0.2239  -0.58
H: 3.0209 4.2345 0.6753  0.26
H: 3.6473 3.7176 -0.6023  0.28
O: -3.7384 0.9725 4.0037  -0.64
H: -3.6397 0.5624 3.1445  0.30
H: -2.8420 1.1448 4.2918  0.28
O: -3.6442 1.8834 0.1326  -0.68
H: -3.5758 2.6755 0.6657  0.27
H: -3.1784 2.0972 -0.6758  0.26
O: 1.0556 -0.7749 -3.4044  -0.62
H: 0.4717 -1.5254 -3.5132  0.31
H: 1.5590 -0.9749 -2.6152  0.27
O: -1.5435 1.4148 -1.6278  -0.28
H: -0.7749 0.9850 -1.2527  0.15
H: -1.4538 1.2858 -2.5720  0.18
O: -3.7102 -0.8046 -0.4367  -0.74
H: -3.5656 -0.5550 -1.3494  0.28
H: -3.6435 0.0168 0.0503  0.35
O: -0.5570 -2.6532 -0.8008  -0.47
H: -1.3072 -2.8444 -0.2379  0.26
H: 0.2011 -2.7155 -0.2197  0.40
O: 1.4717 -2.9563 0.9263  -0.64
H: 1.9185 -2.4465 1.6020  0.22
H: 2.1200 -3.6017 0.6446  0.31
O: 6.0775 -0.0105 0.8142  -0.62
H: 6.4135 0.3983 1.6118  0.28
H: 5.1284 -0.0310 0.9365  0.35
O: -2.3293 -1.0919 -3.7888  -0.51
H: -1.8780 -1.9031 -4.0222  0.34
H: -2.9490 -0.9476 -4.5039  0.26
O: 0.7747 -5.9871 1.7297  -0.63
H: 1.0015 -5.0946 1.4684  0.34
H: 1.6127 -6.3921 1.9529  0.32
O: 1.9264 -5.4021 -2.9690  -0.58
H: 2.4543 -6.0670 -2.5271  0.28
H: 1.4349 -4.9789 -2.2650  0.27
O: -3.0547 -3.3832 -0.7635  -0.57
H: -3.3742 -2.4852 -0.8520  0.40
H: -3.3172 -3.6454 0.1188  0.27
O: -0.3542 5.6992 -1.0589  -0.66
H: -0.4692 6.2982 -0.3212  0.30
H: -0.2960 4.8322 -0.6573  0.28
O: -3.1470 -1.2101 2.3154  -0.54
H: -3.0646 -1.8434 1.6024  0.14
H: -3.2532 -1.7461 3.1014  0.26
O: 0.8358 0.0476 -0.3938  -0.40
H: 0.2745 -0.7000 -0.5994  0.36
H: 0.2714 0.6430 0.0995  -0.04
O: 1.7623 1.3304 3.2557  -0.64
H: 1.6360 0.3818 3.2737  0.29
H: 2.6544 1.4599 3.5777  0.25
O: 1.3101 4.0554 -2.4598  -0.56
H: 0.4985 4.3278 -2.8878  0.30
H: 1.2977 4.5038 -1.6142  0.27

# 7
DFT (ωB97M-V with the def2-TZVPD basis set) results for a molecular structure, H5IO2PbSi2 at a distorted geometry.

## Properties
Charge   +2
E_HOMO   -0.64536 Eh
Orbital gap   6.73 eV

Each line ends with the Mulliken charge.
CARTESIAN COORDINATES (ANGSTROEM)
O: 1.7677 1.1943 0.7917  -0.39
Si: 1.5632 0.0584 -0.3401  0.37
I: 1.6549 -2.0851 0.6898  0.06
O: -0.1195 0.0906 -0.7284  -0.04
Si: -1.3670 0.2882 0.2570  0.23
H: 1.9719 2.1066 0.5567  0.37
H: 2.2961 0.1934 -1.5916  -0.01
H: -1.6549 1.3843 1.1717  0.05
H: -1.5999 -1.1172 0.9247  0.06
H: -2.5404 0.0455 -0.7703  0.05
Pb: -1.9719 -2.1589 -0.9612  1.25

# 8
DFT (ωB97M-V with the def2-TZVPD basis set) results for 2 unconnected molecules or ions with the total composition H5ISi2 at a distorted geometry.

## Properties
E_HOMO   -0.31868 Eh
Orbital gap   7.58 eV
Relative energy (zero: lowest compared OMol25 entry of this formula, charge and spin)   62.4 kcal per mole

Each line ends with the Mulliken charge.
CARTESIAN COORDINATES (ANGSTROEM)
Si: -1.8373 0.3935 -0.3922  0.35
Si: 3.2817 -0.1578 -0.0278  0.11
I: -1.1599 -1.7474 0.6963  -0.12
H: -3.1567 0.7969 0.1351  -0.06
H: -1.9813 -0.2279 -1.6956  -0.07
H: -0.5355 1.0192 -0.3018  -0.09
H: 1.7845 0.0203 0.0110  -0.07
H: 3.6045 -0.0967 1.5751  -0.05

# 9
DFT (ωB97M-V with the def2-TZVPD basis set) results for a single H5N2OP molecule at a distorted geometry.

## Properties
SMILES string   N=[P@@H](N)O
E_HOMO   -0.34583 Eh
Orbital gap   10.18 eV
Relative energy (zero: lowest compared OMol25 entry of this formula, charge and spin)   33.7 kcal per mole

Each line ends with the Mulliken charge.
CARTESIAN COORDINATES (ANGSTROEM)
N: 1.2005 0.9951 0.5290  -0.70
N: -1.2073 0.1424 -0.8251  -0.55
O: 1.0917 -1.1733 -0.4338  -0.57
P: 0.0971 -0.0721 0.2072  0.60
H: 1.9214 -0.7432 -0.4382  0.37
H: 0.8519 1.8219 1.0248  0.19
H: -1.5739 -0.7869 -1.1842  0.30
H: -1.8033 0.6752 -0.1866  0.28
H: -0.5781 -0.8591 1.3068  0.09

# 10
DFT (ωB97M-V with the def2-TZVPD basis set) results for 2 unconnected molecules or ions with the total composition H5N2P at a distorted geometry.

## Properties
E_HOMO   -0.32027 Eh
Orbital gap   9.57 eV
Relative energy (zero: lowest compared OMol25 entry of this formula, charge and spin)   79.1 kcal per mole

Each line ends with the Mulliken charge.
CARTESIAN COORDINATES (ANGSTROEM)
N: 0.9736 0.0377 -0.3107  -0.70
N: -0.1617 -0.6606 -0.0166  -0.01
P: -1.3351 0.0870 0.8533  -0.06
H: 1.7931 -0.4829 -0.6205  0.26
H: 0.8799 0.6966 -1.5923  0.19
H: -0.4121 -1.6863 -0.2485  0.25
H: -1.1821 1.2679 -0.0063  0.03
H: -0.5557 0.7406 1.9416  0.04

# 11
DFT (ωB97M-V with the def2-TZVPD basis set) results for a single H5N2P molecule at a distorted geometry.

## Properties
SMILES string   NNP
E_HOMO   -0.34468 Eh
Orbital gap   10.29 eV
Relative energy (zero: lowest compared OMol25 entry of this formula, charge and spin)   55.0 kcal per mole

Each line ends with the Mulliken charge.
CARTESIAN COORDINATES (ANGSTROEM)
N: -1.5785 0.0888 0.3326  -0.44
N: -0.3876 -0.2357 -0.4458  -0.41
P: 1.3829 0.4383 0.1105  0.04
H: -2.0945 0.8435 -0.1188  0.25
H: -1.2181 0.4923 1.1349  0.23
H: -0.1171 -1.3036 -0.3123  0.28
H: 1.9703 0.3366 -1.1330  0.06
H: 2.0427 -0.6602 0.4318  0.01

# 12
DFT (ωB97M-V with the def2-TZVPD basis set) results for 2 unconnected molecules or ions with the total composition H5N2PS at a distorted geometry.

## Properties
SMILES string   [H]/N=P/N.S
E_HOMO   -0.33506 Eh
Orbital gap   9.96 eV
Relative energy (zero: lowest compared OMol25 entry of this formula, charge and spin)   25.2 kcal per mole

Each line ends with the Mulliken charge.
CARTESIAN COORDINATES (ANGSTROEM)
N: 0.4300 0.0231 -0.3904  -0.46
N: 1.1578 -0.4642 -2.6362  -0.44
P: 1.3926 0.6448 -1.4482  0.18
S: -1.4786 0.6485 2.8740  -0.33
H: -2.6493 -0.1496 2.8977  0.16
H: 0.3778 0.2945 0.5398  0.20
H: 1.6669 -0.3081 -3.4638  0.22
H: 0.3411 -1.1421 -2.5873  0.31
H: -1.2383 0.4530 4.2143  0.16